The following is a quantum chemistry calculation of a structure of composition C12H27HgN3O2V at a distorted geometry, from the Open Molecules 2025 dataset.

As for the net charge: +2. As for the energy: -51291.81726 eV. For the HOMO energy (alpha / beta), the calculation gives -15.960 / -16.632 eV. The spin multiplicity is 2. The HOMO-LUMO gap (alpha / beta) is 6.401 / 6.825 eV. As for the expectation value of S²: 0.7556.

Last column: Löwdin spin population.
Cartesian coordinates (Å):
N -1.60 -0.40 -0.95  -0.004
C -2.70 -0.23 -1.45  -0.001
O -3.76 -0.09 -1.97  -0.002
Hg 1.56 -2.74 -0.72  0.595
V -0.12 0.18 0.16  0.074
N 1.01 1.09 -1.04  0.004
N 0.64 -1.57 0.91  0.206
C 0.61 2.12 -2.02  0.001
C -0.25 -2.47 1.71  0.012
C 0.48 1.47 -3.41  0.000
C 1.65 3.23 -2.10  0.000
C -0.73 2.75 -1.65  0.000
C 0.54 -3.60 2.35  0.009
C -0.96 -1.71 2.82  0.011
C -1.29 -3.10 0.78  0.012
H 1.43 1.02 -3.73  0.000
H 0.20 2.23 -4.14  0.000
H -0.29 0.69 -3.40  0.000
H 1.87 3.63 -1.10  0.000
H 1.26 4.05 -2.72  0.000
H 2.60 2.91 -2.56  0.000
H -1.56 2.04 -1.75  0.000
H -0.91 3.58 -2.34  0.000
H -0.70 3.15 -0.62  0.000
H 1.04 -4.24 1.60  0.011
H -0.15 -4.23 2.93  0.000
H 1.31 -3.22 3.03  0.000
H -0.26 -1.41 3.61  0.000
H -1.69 -2.39 3.29  0.001
H -1.49 -0.82 2.46  0.000
H -1.88 -2.34 0.26  0.000
H -1.95 -3.74 1.38  0.000
H -0.81 -3.74 0.02  0.014
C 1.66 -0.89 1.75  0.015
H 1.57 0.21 1.63  0.000
H 1.53 -1.13 2.81  0.002
H 2.69 -1.18 1.47  0.008
C 2.43 0.75 -1.16  0.011
H 3.07 1.50 -0.66  0.000
H 2.66 -0.23 -0.74  0.019
H 2.72 0.73 -2.22  0.000
C -2.34 1.65 1.50  0.000
O -1.05 1.06 1.33  0.000
H -2.37 2.09 2.51  0.000
H -3.15 0.91 1.41  0.000
H -2.50 2.44 0.74  0.000

The following is a quantum chemistry calculation of a structure of composition C10H10O2S at a distorted geometry, from the Open Molecules 2025 dataset.

As for the energy: -25458.36619 eV. For the HOMO energy, the calculation gives -7.989 eV. The HOMO-LUMO gap is 7.675 eV.

Last column: Löwdin charge in e.
Cartesian coordinates (Å):
C 3.31 0.12 1.00  -0.089
C 3.20 1.23 0.17  -0.079
C 2.24 -0.76 1.19  0.005
C 1.94 1.74 -0.25  0.032
C 1.00 -0.30 0.82  -0.341
C 0.87 0.92 0.11  -0.157
C -2.17 -0.32 -1.32  -0.669
C -1.24 0.08 0.03  -0.274
C -2.04 -1.67 -1.88  -0.119
C -2.23 0.39 1.16  -0.011
O -0.11 -0.93 0.99  0.049
O -0.38 0.98 -0.49  0.039
S -3.10 0.76 -2.06  0.814
H 4.28 -0.09 1.27  0.071
H 4.16 1.68 0.09  0.084
H 2.10 -1.70 1.72  0.125
H 1.72 2.54 -0.86  0.090
H -2.65 -2.32 -1.42  0.066
H -1.17 -2.24 -1.83  0.081
H -2.34 -1.64 -2.83  0.026
H -2.54 -0.53 1.79  0.135
H -3.08 0.97 0.86  0.064
H -1.76 1.10 1.74  0.057

The following is a quantum chemistry calculation of a structure of composition C35H92F6N2O15S2 at a distorted geometry, from the Open Molecules 2025 dataset.

As for the energy: -109444.99726 eV. For the HOMO energy, the calculation gives -8.728 eV. The HOMO-LUMO gap is 7.204 eV.

Last column: Löwdin charge in e.
Cartesian coordinates (Å):
N -0.97 0.11 -4.61  0.367
H -1.78 -0.50 -4.58  0.155
H -0.16 -0.33 -5.01  0.157
H -0.68 0.33 -3.67  0.137
H -1.25 0.90 -5.17  0.153
C -1.32 -1.66 0.06  -0.637
F -2.03 -0.84 0.80  0.147
F -1.04 -2.76 0.77  0.138
F -1.96 -1.81 -1.12  0.091
S 0.48 -0.94 -0.29  0.678
O 1.12 -1.25 0.99  -0.311
O 1.08 -1.69 -1.38  -0.333
N 0.18 0.73 -0.79  -0.348
S 1.17 1.56 0.07  0.544
O 0.89 1.83 1.47  -0.312
O 2.54 1.04 -0.17  -0.359
C 1.22 3.28 -0.88  -0.614
F 1.08 2.98 -2.17  0.103
F 0.26 4.09 -0.39  0.119
F 2.46 3.79 -0.67  0.120
C -4.34 4.89 -8.53  -0.056
C -3.08 4.82 -7.69  -0.540
C -3.14 5.64 -6.40  -0.047
O -2.89 3.50 -7.34  -0.064
H -4.50 5.93 -8.83  0.087
H -5.22 4.33 -8.23  0.089
H -4.26 4.32 -9.46  0.071
H -2.12 5.04 -8.16  0.135
H -3.08 6.72 -6.55  0.079
H -2.24 5.50 -5.81  0.079
H -4.09 5.40 -5.93  0.087
H -3.14 3.03 -8.14  0.081
C 5.15 -1.73 -5.30  -0.055
C 4.52 -0.74 -6.30  -0.448
C 5.19 -0.84 -7.70  -0.064
O 3.18 -1.19 -6.53  -0.091
H 4.86 -2.78 -5.38  0.079
H 4.80 -1.54 -4.28  0.077
H 6.23 -1.58 -5.25  0.076
H 4.51 0.29 -5.95  0.138
H 4.84 -0.15 -8.46  0.075
H 5.10 -1.83 -8.16  0.074
H 6.26 -0.71 -7.56  0.072
H 3.31 -2.06 -6.92  0.071
C -4.42 3.23 1.07  -0.078
C -4.85 2.95 -0.36  -0.453
C -5.95 3.86 -0.86  -0.057
O -3.66 3.44 -1.03  -0.094
H -3.72 2.52 1.50  0.077
H -5.25 2.92 1.70  0.072
H -4.12 4.24 1.35  0.092
H -4.92 1.88 -0.55  0.134
H -6.22 3.71 -1.90  0.073
H -5.60 4.89 -0.78  0.085
H -6.90 3.84 -0.32  0.078
H -3.00 2.77 -0.83  0.070
C 5.70 4.06 5.42  -0.065
C 5.90 5.50 5.88  -0.523
C 5.25 5.74 7.19  -0.066
O 7.29 5.62 5.96  -0.048
H 4.68 3.80 5.13  0.083
H 6.21 3.32 6.03  0.083
H 6.25 3.95 4.48  0.069
H 5.46 6.18 5.15  0.141
H 4.92 6.78 7.15  0.078
H 5.98 5.76 8.01  0.079
H 4.48 5.07 7.56  0.084
H 7.55 4.99 6.64  0.086
C -3.29 -10.18 1.66  -0.050
C -3.81 -8.76 1.41  -0.505
C -3.89 -8.41 0.00  -0.100
O -5.16 -8.60 1.83  -0.063
H -3.89 -10.98 1.23  0.081
H -3.19 -10.28 2.74  0.075
H -2.25 -10.29 1.34  0.075
H -3.16 -8.02 1.87  0.143
H -3.00 -8.71 -0.54  0.081
H -3.89 -7.34 -0.18  0.086
H -4.74 -8.93 -0.46  0.090
H -5.81 -9.22 1.48  0.087
C 5.67 -2.52 5.37  -0.029
C 7.08 -2.82 4.62  -0.460
C 7.65 -1.69 3.78  -0.062
O 8.05 -3.13 5.61  -0.080
H 4.89 -2.33 4.64  0.063
H 5.68 -1.68 6.07  0.069
H 5.42 -3.45 5.89  0.058
H 7.08 -3.76 4.07  0.125
H 8.59 -2.02 3.34  0.076
H 7.86 -0.80 4.39  0.080
H 6.93 -1.43 3.01  0.080
H 7.94 -4.06 5.78  0.080
C -11.25 -3.41 -2.25  -0.075
C -10.67 -2.24 -1.50  -0.524
C -9.30 -1.72 -2.08  -0.044
O -11.59 -1.22 -1.42  -0.031
H -10.55 -4.25 -2.26  0.082
H -11.66 -3.23 -3.24  0.080
H -12.12 -3.76 -1.70  0.080
H -10.50 -2.63 -0.50  0.134
H -8.95 -0.82 -1.57  0.068
H -9.55 -1.32 -3.06  0.067
H -8.51 -2.47 -2.15  0.070
H -12.05 -1.11 -2.26  0.093
C 10.23 4.13 1.25  -0.036
C 9.51 5.34 0.44  -0.436
C 8.14 4.93 -0.06  -0.089
O 9.31 6.36 1.46  -0.075
H 9.42 3.65 1.80  0.063
H 10.87 4.65 1.97  0.072
H 10.65 3.43 0.53  0.069
H 10.05 5.64 -0.46  0.128
H 7.62 5.79 -0.48  0.076
H 7.45 4.58 0.71  0.077
H 8.23 4.20 -0.87  0.079
H 8.88 5.87 2.15  0.072
C -1.11 5.69 5.93  -0.054
C -0.92 5.68 7.41  -0.585
C -1.00 7.05 8.01  -0.066
O -1.88 4.99 8.03  -0.036
H -2.06 6.16 5.70  0.076
H -1.38 4.66 5.72  0.087
H -0.41 6.20 5.26  0.087
H -0.05 5.07 7.65  0.148
H -0.92 7.18 9.09  0.082
H -1.89 7.62 7.73  0.082
H -0.18 7.59 7.53  0.078
H -2.74 5.40 7.93  0.100
C 3.12 -8.00 -7.61  -0.046
C 1.96 -6.97 -7.35  -0.509
C 1.76 -6.76 -5.85  -0.070
O 2.18 -5.72 -7.87  -0.038
H 4.05 -7.71 -7.12  0.076
H 3.39 -8.21 -8.64  0.069
H 2.82 -8.95 -7.18  0.075
H 1.03 -7.35 -7.79  0.128
H 1.30 -7.61 -5.34  0.074
H 1.01 -6.01 -5.61  0.073
H 2.64 -6.54 -5.25  0.081
H 2.86 -5.84 -8.53  0.088
C -6.31 -2.07 6.06  -0.059
C -5.33 -2.78 5.10  -0.518
C -3.84 -2.89 5.68  -0.022
O -5.86 -4.01 4.83  -0.050
H -5.89 -1.08 6.25  0.078
H -6.31 -2.67 6.97  0.074
H -7.37 -2.06 5.79  0.076
H -5.50 -2.24 4.17  0.122
H -3.85 -2.93 6.76  0.070
H -3.48 -1.87 5.56  0.067
H -3.24 -3.62 5.14  0.072
H -5.22 -4.51 4.33  0.089

The following is a quantum chemistry calculation of an isolated molecule of C4H4N2O2 at a distorted geometry, from the Open Molecules 2025 dataset.

As for the energy: -11285.77502 eV. For the HOMO energy, the calculation gives -9.840 eV. The HOMO-LUMO gap is 10.183 eV. As for the structure (SMILES): Oc1ccnc(O)n1.

Last column: Löwdin charge in e.
Cartesian coordinates (Å):
O -0.78 -1.17 1.81  0.080
C -0.32 -0.56 0.74  -0.460
C -0.08 -1.17 -0.47  -0.073
C 0.33 -0.36 -1.44  -0.105
N 0.67 1.03 -1.37  0.147
C 0.44 1.43 -0.19  -0.427
O 0.37 2.81 0.20  -0.051
N -0.06 0.72 0.91  0.157
H -1.00 -2.19 1.80  0.191
H 0.36 -2.27 -0.66  0.175
H 0.30 -0.89 -2.51  0.148
H -0.23 2.61 1.18  0.220